[1]
# C18H25AsN5PtS

C18H25AsN5PtS as an isolated structure (ωB97M-V/def2-TZVPD, OMol25).

Energy relative to the best compared isomer or geometry (same formula, charge and spin) ... 0.3988 eV
Net charge ... +1
Gap between HOMO and LUMO (spin up / spin down) ... 6.45 / 6.45 eV

Cartesian coordinates (Å):
Pt  0.27839  0.34582  -1.36855
N  -3.66628  0.07056  -4.06040
C  -2.40945  -0.37770  -3.92458
N  -1.83692  0.24953  -2.92098
C  -2.81806  1.06203  -2.45912
N  -3.94638  0.99371  -3.12685
C  -2.59682  1.87722  -1.26250
C  -3.56388  2.72418  -0.72958
N  -3.32744  3.46396  0.34252
C  -2.11493  3.37835  0.88259
C  -1.14747  2.52761  0.37533
N  -1.39544  1.76555  -0.68998
H  -4.36258  -0.18569  -4.74229
H  -1.95941  -1.11767  -4.56584
H  -4.54150  2.79137  -1.19019
H  -1.91039  3.99751  1.74656
H  -0.16119  2.45594  0.81495
C  -2.82418  -1.93913  -0.20919
C  -1.44273  -2.57787  -0.12615
As  -0.03068  -1.29746  0.23755
C  1.59647  -2.34620  0.41449
C  1.70645  -3.19224  1.67689
C  -0.48779  -0.53838  1.97393
C  -1.01561  -1.52311  3.01597
H  -3.57900  -2.69644  -0.41961
H  -2.86566  -1.19209  -1.00085
H  -3.10075  -1.45383  0.72841
H  -1.17175  -3.08417  -1.05295
H  -1.39843  -3.31868  0.67443
H  2.41477  -1.63208  0.33051
H  1.62316  -2.96406  -0.48509
H  1.87314  -2.57282  2.55773
H  2.55283  -3.87341  1.59059
H  0.81627  -3.79934  1.84781
H  -1.23108  0.23079  1.76160
H  0.40473  -0.02055  2.33000
H  -1.82615  -2.13832  2.62558
H  -1.41091  -0.97303  3.86987
H  -0.23507  -2.18530  3.38197
S  2.37535  0.26150  -1.98704
C  3.40238  1.02190  -0.75491
C  4.67071  1.41254  -1.17854
C  5.54108  2.02049  -0.28683
C  5.16905  2.21470  1.03612
C  3.91383  1.80527  1.46268
C  3.02835  1.21838  0.57089
H  4.97267  1.24354  -2.20462
H  6.51964  2.33247  -0.62696
H  5.85594  2.67662  1.73220
H  3.62018  1.94664  2.49523
H  2.04257  0.91140  0.89719



[2]
# C18H25BrGeIrN7

C18H25BrGeIrN7 as an isolated structure at a distorted geometry (ωB97M-V/def2-TZVPD, OMol25).

Multiplicity ... 2
Energy relative to the best compared isomer or geometry (same formula, charge and spin) ... 1.2018 eV
Net charge ... +3
Gap between HOMO and LUMO (spin up / spin down) ... 7.69 / 6.48 eV

Cartesian coordinates (Å):
Ir  0.13838  0.14161  0.63978
N  2.87378  -1.81831  0.58922
C  3.13666  -0.54927  0.30491
N  4.38854  -0.18396  0.16197
C  4.64492  1.10497  -0.08183
N  5.88376  1.51780  -0.15762
N  3.65314  2.03711  -0.29380
C  2.45135  1.61744  -0.15040
N  2.09037  0.34437  0.22133
C  1.32386  2.47457  -0.53468
C  1.45718  3.76675  -0.98347
C  0.32324  4.41625  -1.46643
C  -0.88957  3.74011  -1.51019
C  -0.95974  2.45234  -1.01737
N  0.12899  1.84144  -0.51513
H  3.65378  -2.45790  0.64054
H  1.93780  -2.17988  0.60511
H  6.64515  0.86519  -0.03682
H  6.08790  2.48285  -0.37112
H  2.43222  4.23320  -0.97730
H  0.39335  5.43414  -1.82817
H  -1.77793  4.19995  -1.92041
H  -1.87792  1.88515  -1.04441
C  1.24435  -1.47702  5.88494
C  0.26966  -0.98692  4.85656
C  -1.06362  -0.70346  5.16573
C  -1.94854  -0.22837  4.20107
C  -1.45172  -0.06346  2.93675
Br  -2.44205  0.57718  1.44745
N  -0.19103  -0.33525  2.60550
C  0.66735  -0.78782  3.54180
H  0.73178  -1.78709  6.79237
H  1.94527  -0.68402  6.15109
H  1.82072  -2.32289  5.51087
H  -1.42156  -0.85198  6.17756
H  -2.97908  0.00353  4.43416
H  1.67854  -0.98808  3.21132
C  1.04848  -4.12044  -1.25462
Ge  -0.15120  -3.55881  0.15609
C  -1.96562  -4.21087  -0.05717
C  0.49817  -3.81404  1.97726
C  -0.63865  -1.53631  -0.18020
H  1.17109  -5.20278  -1.17649
H  2.04002  -3.67321  -1.21521
H  0.60719  -3.91190  -2.22889
H  -1.94249  -5.30230  -0.09236
H  -2.40884  -3.86668  -0.99087
H  -2.58946  -3.92724  0.79024
H  0.29041  -4.85502  2.23404
H  -0.05131  -3.20245  2.69410
H  1.56709  -3.65623  2.10340
H  -1.67428  -1.55530  0.15276
H  -0.61448  -1.39041  -1.26696



[3]
# C18H25BrGeIrN7

C18H25BrGeIrN7 as an isolated structure at a distorted geometry (ωB97M-V/def2-TZVPD, OMol25).

Multiplicity ... 2
Energy relative to the best compared isomer or geometry (same formula, charge and spin) ... 1.0767 eV
Net charge ... +3
Gap between HOMO and LUMO (spin up / spin down) ... 8.39 / 7.11 eV

Cartesian coordinates (Å):
Ir  -2.13540  -0.22396  0.01170
N  1.39423  1.41216  0.31305
C  0.17773  2.19509  -0.00463
N  0.55980  3.42013  -0.14719
C  -0.40968  4.35049  -0.32117
N  -0.07620  5.59545  -0.52953
N  -1.70565  4.00210  -0.24881
C  -1.98773  2.74678  -0.11979
N  -1.07809  1.69903  -0.03666
C  -3.41264  2.41632  -0.00070
C  -4.35769  3.42014  0.04987
C  -5.69556  3.07966  0.19083
C  -6.02381  1.74084  0.25049
C  -5.01829  0.79019  0.17580
N  -3.72111  1.10897  0.07063
H  2.11822  1.89347  -0.23453
H  1.63166  1.64767  1.28469
H  0.89498  5.87202  -0.55701
H  -0.79061  6.29901  -0.65657
H  -4.02138  4.44386  -0.01520
H  -6.46218  3.84122  0.24253
H  -7.05072  1.41606  0.34356
H  -5.29781  -0.24699  0.17187
C  1.53779  -4.89994  -0.68858
C  0.19529  -4.29094  -0.41019
C  -0.91428  -5.08863  -0.15708
C  -2.14387  -4.50327  0.08926
C  -2.17711  -3.13599  0.07137
Br  -3.76582  -2.16232  0.40911
N  -1.16454  -2.30881  -0.15990
C  0.01855  -2.90930  -0.40380
H  1.47340  -5.98502  -0.70566
H  2.25542  -4.62076  0.08224
H  1.92496  -4.57184  -1.65359
H  -0.82247  -6.16746  -0.16042
H  -3.03323  -5.08828  0.27846
H  0.85323  -2.27774  -0.64042
C  4.13243  0.05719  -1.59948
Ge  3.61511  -0.33308  0.23062
C  4.11207  -2.06177  0.93002
C  4.17086  1.08125  1.46457
C  1.56930  -0.05351  0.15456
H  5.21266  0.19127  -1.65239
H  3.66766  0.97189  -1.97417
H  3.86246  -0.76557  -2.26128
H  5.16929  -1.99226  1.19044
H  4.00234  -2.86023  0.20144
H  3.56188  -2.30228  1.83941
H  5.20950  0.88058  1.72989
H  3.60791  1.06597  2.40172
H  4.15121  2.08434  1.03457
H  1.00763  -0.53754  0.94839
H  1.17830  -0.33568  -0.82236



[4]
# C18H25Cl2IrN2O4S2

C18H25Cl2IrN2O4S2 as an isolated structure at a distorted geometry (ωB97M-V/def2-TZVPD, OMol25).

Multiplicity ... 2
Energy relative to the best compared isomer or geometry (same formula, charge and spin) ... 1.5606 eV
Net charge ... +3
Gap between HOMO and LUMO (spin up / spin down) ... 6.91 / 5.41 eV

Cartesian coordinates (Å):
Ir  0.00370  -0.34291  -0.07953
C  -2.90472  0.71280  -0.86605
C  -3.22491  -0.37342  0.19037
O  -2.05573  -0.50618  0.99728
C  -2.10822  -1.37967  2.14437
C  -1.03917  -0.90843  3.09510
O  0.22849  -0.96974  2.42516
C  1.24678  -0.13248  2.96655
C  1.31543  1.20996  2.19826
O  0.13838  1.26606  1.36226
C  -0.31754  2.56160  0.92875
C  -1.70514  2.34341  0.40605
O  -1.63102  1.34433  -0.61871
H  -3.69070  1.46714  -0.88208
H  -2.83133  0.27620  -1.86004
H  -3.47572  -1.31351  -0.30673
H  -4.06351  -0.09733  0.83030
H  -1.94817  -2.41495  1.83227
H  -3.08205  -1.30571  2.63091
H  -1.02309  -1.54510  3.98221
H  -1.25630  0.11836  3.39911
H  2.19787  -0.65063  2.85903
H  1.05997  0.01465  4.02948
H  2.20084  1.28083  1.56506
H  1.31691  2.04864  2.89349
H  0.36516  2.97415  0.18425
H  -0.36610  3.23748  1.78378
H  -2.10823  3.27065  -0.00649
H  -2.35513  2.00420  1.21395
Cl  -0.74008  -2.44714  -0.99869
C  0.40905  -3.65349  -0.47382
C  0.09045  -4.96935  -0.55345
C  1.07370  -5.91128  -0.17197
C  2.32772  -5.50919  0.25367
C  2.63216  -4.15896  0.33572
Cl  4.15826  -3.65325  0.86737
C  1.64511  -3.18301  -0.01457
S  1.98932  -1.54759  0.13248
H  -0.87843  -5.29588  -0.90864
H  0.83673  -6.96600  -0.22263
H  3.07757  -6.23775  0.53126
C  2.66077  3.68350  -2.12147
N  1.42896  3.18722  -2.74913
C  0.71593  3.87121  -3.71981
C  -0.33933  3.10576  -4.06365
N  -0.25081  1.95999  -3.29917
C  0.82456  2.01862  -2.50550
S  1.49928  0.80459  -1.45327
H  3.15689  4.35492  -2.81597
H  3.32470  2.85626  -1.89277
H  2.42619  4.22969  -1.20946
H  1.03455  4.82800  -4.09670
H  -1.11918  3.27284  -4.78589
H  -0.87083  1.16987  -3.36230